[1]
# C26H64F12N5O17S4

9 unconnected molecules or ions with the total composition C26H64F12N5O17S4 at a distorted geometry (wB97M-V/def2-TZVPD, the Open Molecules 2025 dataset).

The geometry in XYZ format:
```
128
C26H64F12N5O17S4 (wB97M-V/def2-TZVPD)
C -7.618 -21.970 3.094
C -7.338 -21.295 1.801
C -5.910 -20.570 1.802
O -5.766 -19.879 0.597
C -5.029 -18.677 0.663
N -7.289 -22.387 0.673
H -6.648 -23.150 0.833
H -8.229 -22.728 0.526
H -7.030 -22.087 -0.256
H -8.287 -22.827 3.027
H -7.901 -21.279 3.888
H -6.796 -22.542 3.526
H -8.200 -20.694 1.512
H -5.128 -21.294 2.030
H -5.988 -19.880 2.642
H -5.510 -17.968 1.338
H -4.861 -18.143 -0.272
H -4.044 -18.779 1.118
C -1.664 -15.769 10.932
C -0.184 -15.443 10.581
C 0.092 -15.864 9.060
O 1.345 -15.472 8.543
C 2.518 -16.152 8.994
N 0.163 -13.981 10.975
H 0.097 -13.685 11.939
H 1.136 -13.784 10.789
H -0.444 -13.401 10.414
H -2.343 -15.115 10.385
H -2.011 -15.679 11.961
H -1.922 -16.786 10.636
H 0.421 -15.950 11.332
H -0.612 -15.444 8.342
H -0.047 -16.944 9.014
H 3.314 -15.717 8.391
H 2.536 -17.118 8.488
H 2.727 -16.155 10.064
C 2.758 -7.577 1.169
C 1.608 -8.011 2.108
C 1.956 -9.037 3.253
O 2.721 -8.415 4.277
C 3.027 -9.372 5.307
N 0.977 -6.786 2.746
H 1.728 -6.468 3.342
H 0.690 -6.079 2.084
H 0.274 -7.042 3.426
H 3.699 -7.496 1.713
H 2.640 -6.624 0.653
H 3.013 -8.331 0.425
H 0.790 -8.440 1.530
H 2.297 -9.944 2.753
H 0.977 -9.359 3.607
H 3.663 -8.984 6.103
H 3.456 -10.302 4.933
H 2.052 -9.483 5.780
C -8.959 -1.093 5.722
N -8.136 -2.405 6.186
C -6.670 -2.180 5.822
C -8.246 -2.630 7.670
C -8.596 -3.638 5.362
C -9.979 -4.227 5.849
O -10.992 -3.287 5.845
H -10.014 -1.203 5.973
H -8.742 -0.904 4.671
H -8.541 -0.220 6.222
H -6.480 -2.261 4.752
H -5.998 -2.820 6.394
H -6.549 -1.147 6.150
H -9.276 -2.461 7.985
H -7.620 -1.894 8.174
H -7.816 -3.567 8.025
H -7.797 -4.379 5.351
H -8.748 -3.277 4.345
H -9.825 -4.618 6.854
H -10.218 -5.083 5.218
H -11.824 -3.763 5.800
C -6.750 -8.774 14.974
N -6.929 -7.303 15.332
C -5.624 -6.599 14.827
C -8.132 -6.625 14.624
C -6.995 -7.133 16.871
C -7.237 -5.649 17.448
O -6.124 -4.782 17.160
H -7.600 -9.289 15.421
H -5.942 -9.138 15.608
H -6.612 -8.920 13.902
H -5.567 -6.701 13.743
H -4.801 -7.045 15.386
H -5.483 -5.542 15.051
H -8.121 -5.538 14.703
H -9.020 -7.071 15.073
H -8.101 -6.943 13.581
H -6.119 -7.592 17.329
H -7.826 -7.781 17.147
H -7.233 -5.727 18.535
H -8.228 -5.231 17.269
H -6.434 -3.899 17.375
C 1.416 -3.292 9.343
F 2.387 -3.831 10.079
F 1.972 -2.752 8.285
F 0.467 -4.202 9.081
S 0.604 -1.853 10.374
O 1.758 -0.913 10.607
O -0.476 -1.334 9.498
O 0.099 -2.534 11.584
C -6.076 -5.327 -1.789
F -5.969 -5.971 -2.947
F -7.429 -5.228 -1.595
F -5.532 -6.019 -0.780
S -5.261 -3.573 -1.987
O -6.150 -2.740 -1.132
O -3.911 -3.725 -1.393
O -5.258 -3.133 -3.376
C -5.422 -10.747 5.527
F -6.228 -11.532 6.309
F -4.497 -11.522 4.881
F -6.061 -10.042 4.557
S -4.614 -9.430 6.694
O -4.047 -8.419 5.797
O -5.778 -8.954 7.474
O -3.623 -10.177 7.479
C -11.063 -17.131 10.326
F -10.198 -17.292 9.330
F -12.283 -16.990 9.777
F -11.064 -18.285 11.059
S -10.621 -15.606 11.432
O -9.315 -15.982 11.957
O -10.691 -14.460 10.519
O -11.617 -15.630 12.546
```

- charge = +1
- gap between HOMO and LUMO (eV) = 4.51
- energy (a.u.) = -5372.317808
- E_HOMO (eV) = -7.8
- E_LUMO (eV) = -3.284

Here are the Löwdin charges for atoms 1 to 99, given in e: atom 1 (C): -0.059, atom 2 (C): -0.241, atom 3 (C): -0.171, atom 4 (O): -0.179, atom 5 (C): -0.087, atom 6 (N): 0.231, atom 7 (H): 0.167, atom 8 (H): 0.162, atom 9 (H): 0.160, atom 10 (H): 0.094, atom 11 (H): 0.112, atom 12 (H): 0.094, atom 13 (H): 0.160, atom 14 (H): 0.137, atom 15 (H): 0.135, atom 16 (H): 0.094, atom 17 (H): 0.100, atom 18 (H): 0.091, atom 19 (C): -0.038, atom 20 (C): -0.244, atom 21 (C): -0.155, atom 22 (O): -0.195, atom 23 (C): -0.079, atom 24 (N): 0.239, atom 25 (H): 0.170, atom 26 (H): 0.158, atom 27 (H): 0.170, atom 28 (H): 0.093, atom 29 (H): 0.090, atom 30 (H): 0.096, atom 31 (H): 0.138, atom 32 (H): 0.142, atom 33 (H): 0.135, atom 34 (H): 0.095, atom 35 (H): 0.094, atom 36 (H): 0.091, atom 37 (C): -0.024, atom 38 (C): -0.267, atom 39 (C): -0.187, atom 40 (O): -0.179, atom 41 (C): -0.064, atom 42 (N): 0.242, atom 43 (H): 0.157, atom 44 (H): 0.178, atom 45 (H): 0.174, atom 46 (H): 0.088, atom 47 (H): 0.089, atom 48 (H): 0.093, atom 49 (H): 0.151, atom 50 (H): 0.137, atom 51 (H): 0.128, atom 52 (H): 0.096, atom 53 (H): 0.094, atom 54 (H): 0.094, atom 55 (C): 0.063, atom 56 (N): -0.309, atom 57 (C): 0.011, atom 58 (C): -0.007, atom 59 (C): -0.056, atom 60 (C): -0.242, atom 61 (O): -0.050, atom 62 (H): 0.089, atom 63 (H): 0.109, atom 64 (H): 0.097, atom 65 (H): 0.118, atom 66 (H): 0.116, atom 67 (H): 0.100, atom 68 (H): 0.107, atom 69 (H): 0.105, atom 70 (H): 0.116, atom 71 (H): 0.142, atom 72 (H): 0.134, atom 73 (H): 0.110, atom 74 (H): 0.134, atom 75 (H): 0.110, atom 76 (C): 0.020, atom 77 (N): -0.326, atom 78 (C): 0.017, atom 79 (C): 0.039, atom 80 (C): -0.060, atom 81 (C): -0.183, atom 82 (O): -0.068, atom 83 (H): 0.109, atom 84 (H): 0.105, atom 85 (H): 0.120, atom 86 (H): 0.109, atom 87 (H): 0.107, atom 88 (H): 0.094, atom 89 (H): 0.108, atom 90 (H): 0.108, atom 91 (H): 0.107, atom 92 (H): 0.132, atom 93 (H): 0.127, atom 94 (H): 0.120, atom 95 (H): 0.117, atom 96 (H): 0.099, atom 97 (C): -0.693, atom 98 (F): 0.109, atom 99 (F): 0.131

[2]
# C26H64IN4O6

7 unconnected molecules or ions with the total composition C26H64IN4O6 at a distorted geometry (wB97M-V/def2-TZVPD, the Open Molecules 2025 dataset).

The geometry in XYZ format:
```
101
C26H64IN4O6 (wB97M-V/def2-TZVPD)
N -2.889 -2.083 3.130
C -4.223 -1.855 3.088
N -5.200 -2.696 2.733
C -6.310 -1.927 2.840
I -8.282 -2.518 2.391
N -6.009 -0.721 3.273
N -4.679 -0.631 3.440
H -2.431 -2.258 2.242
H -2.317 -2.050 3.960
H -6.648 0.049 3.440
H -4.136 0.167 3.746
C 2.357 -3.319 3.388
C 1.876 -2.560 2.164
O 0.640 -1.883 2.358
C 0.616 -0.901 3.379
C 1.605 0.232 3.170
H 1.608 -4.049 3.703
H 3.287 -3.844 3.166
H 2.543 -2.656 4.234
H 1.714 -3.267 1.350
H 2.638 -1.856 1.814
H 0.761 -1.371 4.359
H -0.398 -0.490 3.380
H 2.636 -0.122 3.168
H 1.507 0.972 3.966
H 1.425 0.723 2.211
C -8.436 -8.042 0.678
C -7.412 -8.434 1.731
O -6.070 -8.344 1.284
C -5.632 -7.065 0.867
C -5.715 -6.006 1.953
H -8.323 -8.662 -0.213
H -9.447 -8.168 1.068
H -8.326 -7.001 0.368
H -7.571 -9.477 2.008
H -7.548 -7.847 2.646
H -6.179 -6.751 -0.029
H -4.590 -7.183 0.565
H -6.742 -5.843 2.288
H -5.328 -5.055 1.585
H -5.131 -6.307 2.825
C -11.038 -4.770 4.094
C -12.017 -3.629 3.861
O -13.322 -4.056 3.537
C -13.983 -4.857 4.507
C -14.159 -4.171 5.850
H -10.986 -5.414 3.213
H -10.040 -4.377 4.303
H -11.331 -5.395 4.937
H -11.674 -3.032 3.011
H -12.041 -2.954 4.724
H -13.465 -5.816 4.622
H -14.965 -5.087 4.093
H -13.202 -3.924 6.314
H -14.705 -4.818 6.536
H -14.715 -3.239 5.732
C 4.293 1.716 -2.156
C 3.386 1.676 -0.939
O 2.017 1.896 -1.237
C 1.411 0.972 -2.124
C 1.439 -0.461 -1.622
H 4.199 2.675 -2.670
H 5.334 1.579 -1.860
H 4.045 0.934 -2.876
H 3.680 2.471 -0.253
H 3.509 0.734 -0.392
H 1.863 1.047 -3.118
H 0.372 1.290 -2.234
H 2.458 -0.832 -1.501
H 0.925 -1.120 -2.323
H 0.947 -0.533 -0.649
C 9.084 5.304 -3.350
C 8.139 4.223 -2.855
O 6.768 4.550 -3.007
C 6.321 4.791 -4.331
C 6.507 3.606 -5.264
H 8.890 6.246 -2.831
H 10.120 5.013 -3.173
H 8.968 5.490 -4.419
H 8.300 4.074 -1.786
H 8.356 3.264 -3.338
H 6.803 5.687 -4.736
H 5.257 5.021 -4.256
H 7.558 3.338 -5.380
H 6.110 3.838 -6.253
H 5.986 2.729 -4.874
C 12.960 8.250 -5.291
C 12.128 8.677 -6.488
O 10.770 8.277 -6.411
C 10.031 8.773 -5.308
C 9.957 10.289 -5.254
H 12.922 7.165 -5.168
H 14.000 8.552 -5.425
H 12.601 8.697 -4.363
H 12.532 8.208 -7.386
H 12.197 9.758 -6.646
H 10.431 8.365 -4.373
H 9.021 8.373 -5.410
H 10.942 10.744 -5.144
H 9.345 10.608 -4.409
H 9.516 10.682 -6.173
```

- charge = +1
- energy relative to the best compared isomer or geometry (same formula, charge and spin) (kcal per mole) = 41.44
- gap between HOMO and LUMO (eV) = 6.81
- energy (a.u.) = -1996.806864
- E_HOMO (eV) = -10.5
- E_LUMO (eV) = -3.667

Here are the Löwdin charges for atoms 1 to 99, given in e: atom 1 (N): 0.172, atom 2 (C): -0.383, atom 3 (N): 0.171, atom 4 (C): -0.758, atom 5 (I): 1.032, atom 6 (N): 0.053, atom 7 (N): 0.165, atom 8 (H): 0.125, atom 9 (H): 0.115, atom 10 (H): 0.182, atom 11 (H): 0.201, atom 12 (C): -0.073, atom 13 (C): -0.275, atom 14 (O): -0.183, atom 15 (C): -0.300, atom 16 (C): -0.066, atom 17 (H): 0.082, atom 18 (H): 0.083, atom 19 (H): 0.068, atom 20 (H): 0.120, atom 21 (H): 0.107, atom 22 (H): 0.107, atom 23 (H): 0.095, atom 24 (H): 0.073, atom 25 (H): 0.082, atom 26 (H): 0.082, atom 27 (C): -0.078, atom 28 (C): -0.278, atom 29 (O): -0.153, atom 30 (C): -0.278, atom 31 (C): -0.096, atom 32 (H): 0.085, atom 33 (H): 0.077, atom 34 (H): 0.060, atom 35 (H): 0.121, atom 36 (H): 0.104, atom 37 (H): 0.108, atom 38 (H): 0.120, atom 39 (H): 0.047, atom 40 (H): 0.046, atom 41 (H): 0.085, atom 42 (C): -0.097, atom 43 (C): -0.298, atom 44 (O): -0.153, atom 45 (C): -0.271, atom 46 (C): -0.077, atom 47 (H): 0.083, atom 48 (H): 0.027, atom 49 (H): 0.071, atom 50 (H): 0.098, atom 51 (H): 0.109, atom 52 (H): 0.108, atom 53 (H): 0.122, atom 54 (H): 0.064, atom 55 (H): 0.081, atom 56 (H): 0.084, atom 57 (C): -0.075, atom 58 (C): -0.280, atom 59 (O): -0.163, atom 60 (C): -0.281, atom 61 (C): -0.080, atom 62 (H): 0.079, atom 63 (H): 0.082, atom 64 (H): 0.067, atom 65 (H): 0.120, atom 66 (H): 0.100, atom 67 (H): 0.108, atom 68 (H): 0.116, atom 69 (H): 0.066, atom 70 (H): 0.078, atom 71 (H): 0.069, atom 72 (C): -0.082, atom 73 (C): -0.282, atom 74 (O): -0.170, atom 75 (C): -0.280, atom 76 (C): -0.075, atom 77 (H): 0.081, atom 78 (H): 0.080, atom 79 (H): 0.065, atom 80 (H): 0.117, atom 81 (H): 0.106, atom 82 (H): 0.104, atom 83 (H): 0.116, atom 84 (H): 0.068, atom 85 (H): 0.079, atom 86 (H): 0.071, atom 87 (C): -0.080, atom 88 (C): -0.280, atom 89 (O): -0.161, atom 90 (C): -0.289, atom 91 (C): -0.078, atom 92 (H): 0.080, atom 93 (H): 0.077, atom 94 (H): 0.065, atom 95 (H): 0.118, atom 96 (H): 0.106, atom 97 (H): 0.101, atom 98 (H): 0.114, atom 99 (H): 0.066